Entry 1:
A molecular structure, C40H59BFN6S3Ta in a non-equilibrium geometry. Source: the Open Molecules 2025 dataset; level of theory: ωB97M-V with the def2-TZVPD basis set.

Summary:
Strongest force on any atom   0.0376 hartree/bohr
Net charge   +2
ΔE to the lowest compared entry with this formula, charge and spin   46.0 kcal/mol

Atoms and positions in Å:
Ta (0.98, 0.13, -0.06)
C (-4.19, -3.23, -1.91)
C (-3.87, -1.94, -2.68)
C (-2.68, -2.15, -3.61)
C (-5.08, -1.55, -3.53)
N (-3.63, -0.88, -1.64)
C (-4.63, -0.04, -1.22)
C (-4.33, 0.39, 0.02)
N (-3.15, -0.19, 0.40)
B (-2.86, -0.38, 1.92)
N (-2.12, -1.72, 2.12)
C (-2.79, -2.91, 2.09)
C (-1.89, -3.90, 2.27)
N (-0.65, -3.32, 2.41)
C (-0.82, -1.98, 2.30)
S (0.39, -0.76, 2.39)
C (0.62, -4.07, 2.68)
C (0.32, -5.56, 2.75)
C (1.61, -3.79, 1.55)
C (1.17, -3.61, 4.04)
N (-2.13, 0.83, 2.55)
C (-2.29, 1.13, 3.87)
C (-1.91, 2.41, 4.06)
N (-1.50, 2.92, 2.85)
C (-1.62, 1.92, 1.94)
S (-1.14, 1.91, 0.29)
C (-1.37, 4.39, 2.57)
C (-1.35, 5.15, 3.89)
C (-2.60, 4.79, 1.76)
C (-0.09, 4.71, 1.80)
C (-2.70, -0.92, -0.64)
S (-1.12, -1.60, -0.74)
H (-4.49, -4.01, -2.60)
H (-5.01, -3.06, -1.21)
H (-3.32, -3.57, -1.35)
H (-2.91, -2.99, -4.27)
H (-1.78, -2.39, -3.06)
H (-2.52, -1.27, -4.23)
H (-5.19, -2.28, -4.33)
H (-4.94, -0.57, -3.99)
H (-6.00, -1.56, -2.96)
H (-5.48, 0.22, -1.83)
H (-4.88, 1.05, 0.68)
H (-3.91, -0.48, 2.47)
H (-3.86, -2.97, 1.95)
H (-2.05, -4.96, 2.29)
H (-0.04, -5.94, 1.79)
H (-0.40, -5.79, 3.53)
H (1.24, -6.09, 2.99)
H (1.11, -3.87, 0.58)
H (2.41, -4.53, 1.59)
H (2.06, -2.81, 1.64)
H (0.46, -3.82, 4.83)
H (1.41, -2.55, 4.04)
H (2.09, -4.17, 4.25)
H (-2.68, 0.42, 4.58)
H (-1.92, 2.99, 4.97)
H (-2.30, 5.06, 4.43)
H (-1.21, 6.21, 3.68)
H (-0.53, 4.83, 4.54)
H (-3.51, 4.53, 2.30)
H (-2.61, 4.28, 0.79)
H (-2.60, 5.86, 1.59)
H (0.80, 4.45, 2.37)
H (-0.07, 5.79, 1.61)
H (-0.07, 4.20, 0.85)
C (0.53, 3.63, -2.55)
C (1.31, 2.34, -2.59)
C (2.70, 2.33, -2.36)
C (3.42, 3.57, -1.92)
C (3.44, 1.15, -2.57)
C (4.92, 1.18, -2.29)
C (2.80, 0.00, -3.05)
C (3.58, -1.23, -3.47)
C (1.40, -0.01, -3.24)
C (0.74, -1.19, -3.90)
C (0.65, 1.15, -2.93)
C (-0.85, 1.16, -3.13)
H (0.01, 3.75, -1.59)
H (-0.23, 3.63, -3.33)
H (1.16, 4.49, -2.72)
H (3.95, 4.01, -2.77)
H (4.16, 3.35, -1.15)
H (2.75, 4.32, -1.53)
H (5.09, 1.13, -1.22)
H (5.36, 2.11, -2.66)
H (5.45, 0.37, -2.76)
H (3.73, -1.20, -4.56)
H (3.03, -2.14, -3.25)
H (4.55, -1.29, -3.01)
H (1.41, -1.64, -4.63)
H (-0.15, -0.89, -4.44)
H (0.47, -1.96, -3.18)
H (-1.10, 1.48, -4.14)
H (-1.33, 1.85, -2.43)
H (-1.27, 0.17, -2.97)
C (1.96, 2.08, 0.67)
H (1.55, 2.96, 0.16)
H (3.03, 2.05, 0.49)
H (1.79, 2.19, 1.74)
F (6.85, -1.57, 1.79)
C (5.61, -1.27, 1.42)
C (5.17, -1.62, 0.16)
C (3.87, -1.30, -0.21)
C (3.01, -0.63, 0.65)
C (3.49, -0.31, 1.93)
C (4.77, -0.62, 2.32)
H (5.85, -2.13, -0.52)
H (3.53, -1.62, -1.19)
H (2.84, 0.17, 2.65)
H (5.14, -0.36, 3.30)

---

Entry 2:
A molecular structure, C31H29N17O5PbS in a non-equilibrium geometry. Source: the Open Molecules 2025 dataset; level of theory: ωB97M-V with the def2-TZVPD basis set.

Summary:
Strongest force on any atom   0.0275 hartree/bohr
Net charge   -2
E_tot   -3096.947893 a.u.

Atoms and positions in Å:
Pb (0.07, 0.39, -0.51)
O (1.49, 2.20, 0.07)
C (2.76, 2.16, 0.27)
C (3.53, 3.30, -0.08)
C (4.88, 3.37, 0.11)
C (5.58, 2.29, 0.67)
C (4.86, 1.17, 1.03)
C (3.48, 1.06, 0.85)
C (2.86, -0.13, 1.35)
N (1.65, -0.52, 1.14)
N (1.25, -1.69, 1.66)
C (0.03, -1.79, 2.12)
O (-0.77, -0.83, 2.38)
C (-0.40, -3.19, 2.38)
C (-1.63, -3.42, 2.98)
C (-2.10, -4.71, 3.15)
C (-1.34, -5.78, 2.72)
C (-0.09, -5.56, 2.14)
C (0.38, -4.27, 1.98)
H (3.00, 4.13, -0.53)
H (5.42, 4.26, -0.18)
H (6.65, 2.33, 0.79)
H (5.39, 0.31, 1.45)
H (3.48, -0.74, 2.01)
H (-2.22, -2.57, 3.30)
H (-3.06, -4.88, 3.62)
H (-1.71, -6.79, 2.81)
H (0.52, -6.40, 1.83)
H (1.33, -4.07, 1.52)
N (-0.09, 2.25, -3.69)
C (1.03, 1.46, -3.53)
N (2.04, 1.51, -4.40)
N (2.93, 0.65, -3.90)
N (2.51, 0.12, -2.82)
N (1.29, 0.60, -2.53)
C (-1.35, 2.02, -3.26)
N (-2.38, 2.76, -3.67)
N (-3.44, 2.23, -3.07)
N (-3.09, 1.23, -2.33)
N (-1.76, 1.05, -2.41)
H (-0.02, 2.91, -4.45)
S (-4.33, -2.50, 0.81)
C (-4.75, -0.83, 0.74)
C (-3.69, -0.09, 0.36)
N (-2.56, -0.80, 0.12)
C (-2.72, -2.05, 0.31)
H (-5.75, -0.52, 0.98)
H (-3.67, 0.97, 0.19)
H (-1.96, -2.79, 0.18)
O (-0.94, 0.17, 4.68)
C (-2.08, 0.93, 4.56)
N (-1.85, 2.30, 5.01)
C (-1.61, 3.44, 4.31)
O (-1.36, 4.48, 4.90)
C (-1.77, 3.40, 2.83)
C (-2.50, 4.42, 2.22)
C (-2.66, 4.41, 0.85)
C (-2.06, 3.38, 0.13)
N (-1.34, 2.43, 0.70)
C (-1.18, 2.44, 2.01)
H (-0.75, -0.25, 3.77)
H (-2.86, 0.52, 5.23)
H (-2.47, 0.96, 3.54)
H (-1.62, 2.39, 5.99)
H (-2.94, 5.20, 2.83)
H (-3.24, 5.16, 0.34)
H (-2.16, 3.33, -0.94)
H (-0.56, 1.66, 2.41)
C (1.93, -5.48, -1.86)
N (0.85, -4.54, -2.05)
C (-0.20, -4.82, -2.82)
C (-1.17, -3.90, -3.05)
C (-1.00, -2.61, -2.42)
N (0.00, -2.37, -1.60)
C (0.98, -3.26, -1.37)
O (1.96, -3.12, -0.69)
N (-1.89, -1.66, -2.66)
H (1.90, -6.24, -2.64)
H (1.86, -5.96, -0.88)
H (2.86, -4.93, -1.91)
H (-0.24, -5.81, -3.27)
H (-2.01, -4.10, -3.68)
H (-2.62, -1.80, -3.34)
H (-1.72, -0.68, -2.35)

---

Entry 3:
A molecular structure, C27H40AsGaGe2O6SSi in a non-equilibrium geometry. Source: the Open Molecules 2025 dataset; level of theory: ωB97M-V with the def2-TZVPD basis set.

Summary:
Strongest force on any atom   0.0669 hartree/bohr
ΔE to the lowest compared entry with this formula, charge and spin   0.0 kcal/mol

Atoms and positions in Å:
Ga (-1.56, 1.25, 1.00)
O (-5.28, 1.49, 0.42)
As (-4.20, 0.81, -0.89)
O (-4.78, -0.50, -1.77)
O (-2.67, 0.17, -0.06)
C (-3.89, 2.35, -2.02)
C (-4.46, 2.28, -3.30)
C (-4.32, 3.40, -4.13)
C (-3.67, 4.54, -3.66)
C (-3.08, 4.61, -2.39)
C (-3.15, 3.48, -1.57)
S (-2.11, 3.57, -0.12)
O (-1.02, 2.45, -0.46)
O (-1.55, 4.89, -0.03)
O (-2.85, 3.04, 1.07)
H (-4.75, 2.14, 0.88)
H (-5.00, 1.38, -3.61)
H (-4.77, 3.36, -5.15)
H (-3.52, 5.39, -4.30)
H (-2.55, 5.49, -2.06)
C (-1.81, -2.36, -3.95)
C (-1.57, -1.26, -2.94)
Ge (-1.30, -1.95, -1.09)
C (-2.88, -2.90, -0.27)
C (-2.73, -4.40, -0.52)
C (0.21, -3.24, -1.24)
C (1.33, -2.77, -0.68)
Ge (0.72, -1.12, 0.32)
C (1.82, 0.45, -0.26)
C (3.25, 0.15, -0.73)
C (1.04, -1.77, 2.23)
C (2.11, -1.07, 3.07)
C (2.64, -3.44, -0.78)
C (2.85, -4.56, -1.64)
C (4.11, -5.13, -1.76)
C (5.19, -4.57, -1.03)
C (4.99, -3.49, -0.17)
C (3.72, -2.96, -0.07)
H (-1.58, -2.07, -4.98)
H (-2.86, -2.74, -3.91)
H (-1.19, -3.26, -3.80)
H (-2.45, -0.59, -2.82)
H (-0.66, -0.63, -3.15)
H (-3.73, -2.41, -0.81)
H (-2.91, -2.69, 0.81)
H (-2.56, -4.75, -1.56)
H (-3.66, -4.91, -0.19)
H (-1.94, -4.86, 0.11)
H (0.11, -4.23, -1.72)
H (1.83, 1.08, 0.63)
H (1.25, 0.97, -1.07)
H (3.88, -0.14, 0.13)
H (3.69, 1.07, -1.18)
H (3.37, -0.63, -1.50)
H (1.26, -2.85, 2.11)
H (0.05, -1.66, 2.69)
H (3.14, -1.47, 2.95)
H (1.90, -1.13, 4.16)
H (2.21, 0.01, 2.82)
H (1.99, -4.96, -2.17)
H (4.28, -5.98, -2.41)
H (6.19, -4.98, -1.13)
H (5.81, -3.07, 0.42)
H (3.60, -2.10, 0.62)
C (3.00, 2.20, 4.29)
Si (1.54, 3.26, 3.83)
C (0.47, 3.81, 5.26)
C (2.09, 4.65, 2.70)
C (0.38, 2.14, 2.86)
C (-0.31, 1.16, 2.46)
H (3.66, 2.71, 5.04)
H (3.68, 1.98, 3.44)
H (2.68, 1.25, 4.75)
H (1.00, 4.54, 5.90)
H (0.12, 2.97, 5.89)
H (-0.45, 4.32, 4.86)
H (2.58, 5.49, 3.23)
H (1.23, 5.07, 2.14)
H (2.81, 4.22, 1.98)

---

Entry 4:
A molecular structure, C44H56BCdN6O8P2 in a non-equilibrium geometry. Source: the Open Molecules 2025 dataset; level of theory: ωB97M-V with the def2-TZVPD basis set.

Summary:
Strongest force on any atom   0.0320 hartree/bohr
Net charge   -1
ΔE to the lowest compared entry with this formula, charge and spin   0.0 kcal/mol

Atoms and positions in Å:
Cd (-0.54, -0.61, 0.50)
C (1.42, 0.88, -4.66)
C (-0.07, 0.55, -4.57)
C (-0.55, -0.03, -5.89)
C (-0.81, 1.86, -4.26)
P (-0.27, -0.54, -3.01)
C (-2.16, -0.54, -2.83)
N (-2.53, 0.43, -1.83)
B (-1.96, 0.58, -0.52)
N (-2.59, 1.74, 0.02)
C (-2.46, 2.36, 1.32)
P (-0.86, 1.97, 2.22)
C (0.28, 3.37, 1.57)
C (0.03, 4.79, 2.05)
C (0.17, 3.36, 0.04)
C (1.70, 2.93, 1.94)
C (-1.45, 2.38, 3.99)
C (-2.00, 3.77, 4.29)
C (-2.54, 1.35, 4.32)
C (-0.27, 2.08, 4.91)
C (-3.53, 2.21, -0.87)
C (-4.44, 3.25, -0.78)
C (-5.30, 3.47, -1.84)
C (-5.25, 2.68, -2.98)
C (-4.35, 1.63, -3.08)
C (-3.49, 1.40, -2.03)
C (-0.02, -2.38, -3.47)
C (-0.93, -3.01, -4.54)
C (1.45, -2.56, -3.85)
C (-0.24, -3.10, -2.14)
H (1.61, 1.57, -5.48)
H (2.03, -0.01, -4.81)
H (1.76, 1.35, -3.74)
H (-0.52, 0.74, -6.67)
H (-1.57, -0.40, -5.83)
H (0.10, -0.85, -6.21)
H (-0.51, 2.63, -4.98)
H (-0.56, 2.21, -3.26)
H (-1.89, 1.75, -4.33)
H (-2.48, -1.54, -2.51)
H (-2.64, -0.32, -3.78)
H (-3.27, 2.00, 1.97)
H (-2.57, 3.45, 1.22)
H (-1.00, 5.10, 1.91)
H (0.66, 5.48, 1.49)
H (0.29, 4.90, 3.10)
H (-0.78, 3.77, -0.30)
H (0.26, 2.34, -0.33)
H (0.97, 3.97, -0.38)
H (1.82, 2.88, 3.02)
H (2.44, 3.62, 1.54)
H (1.91, 1.94, 1.54)
H (-2.68, 4.13, 3.52)
H (-1.20, 4.50, 4.42)
H (-2.56, 3.73, 5.23)
H (-3.53, 1.68, 4.01)
H (-2.57, 1.18, 5.39)
H (-2.33, 0.39, 3.84)
H (0.61, 2.69, 4.67)
H (0.00, 1.03, 4.83)
H (-0.54, 2.27, 5.95)
H (-4.50, 3.87, 0.10)
H (-6.02, 4.27, -1.78)
H (-5.94, 2.86, -3.79)
H (-4.35, 1.01, -3.97)
H (-0.59, -2.76, -5.54)
H (-1.96, -2.69, -4.43)
H (-0.90, -4.09, -4.43)
H (1.68, -2.15, -4.83)
H (1.71, -3.62, -3.87)
H (2.08, -2.07, -3.10)
H (-1.30, -3.17, -1.87)
H (0.28, -2.55, -1.36)
H (0.15, -4.11, -2.19)
N (3.66, -2.29, 5.57)
C (3.14, -2.57, 4.59)
C (2.56, -2.96, 3.36)
C (2.95, -4.17, 2.78)
C (2.40, -4.50, 1.55)
C (1.48, -3.63, 0.98)
N (1.09, -2.50, 1.55)
C (1.62, -2.16, 2.70)
H (3.66, -4.81, 3.27)
H (2.68, -5.42, 1.05)
H (1.05, -3.86, 0.02)
H (1.29, -1.23, 3.14)
O (3.49, -1.69, 0.06)
C (2.89, -0.68, -0.30)
O (1.66, -0.55, -0.53)
C (3.71, 0.61, -0.49)
C (3.15, 1.69, -1.17)
C (3.84, 2.88, -1.28)
C (5.10, 2.99, -0.69)
C (5.66, 1.91, -0.01)
C (4.97, 0.72, 0.08)
N (5.82, 4.21, -0.78)
O (5.26, 5.18, -1.27)
O (6.97, 4.24, -0.38)
H (2.16, 1.57, -1.59)
H (3.44, 3.73, -1.81)
H (6.64, 2.03, 0.45)
H (5.38, -0.14, 0.59)
O (-1.24, -1.83, 4.51)
C (-1.49, -2.11, 3.34)
O (-1.89, -1.35, 2.43)
C (-1.28, -3.59, 2.92)
C (-1.66, -4.04, 1.66)
C (-1.40, -5.33, 1.27)
C (-0.73, -6.18, 2.15)
C (-0.34, -5.75, 3.41)
C (-0.62, -4.45, 3.80)
N (-0.43, -7.52, 1.74)
O (0.22, -8.22, 2.50)
O (-0.85, -7.90, 0.66)
H (-2.17, -3.35, 1.00)
H (-1.69, -5.71, 0.30)
H (0.17, -6.44, 4.07)
H (-0.35, -4.08, 4.77)